1.
Entry from the OMol25 dataset: a cluster of 2 separate species, C9H7Cl2N3O in total at a distorted geometry (the ωB97M-V functional and the def2-TZVPD basis).

Calculated values
- Frontier orbital gap: 9.10 eV
- E_HOMO: -0.3488 hartree
- Strongest force on any atom: 1.6 eV Å⁻¹

Geometry as XYZ:
```
22
Properties=species:S:1:pos:R:3:forces:R:3
C 0.2806 0.0493 -1.5394 0.02 -0.32 0.09
C 1.3767 0.8431 -1.2905 0.19 -0.05 0.07
C 2.1044 -0.7319 0.3934 0.04 0.01 -0.02
C -0.6564 1.9232 1.0797 -0.72 -0.07 -0.39
C -1.8093 1.3872 0.5584 0.20 0.20 0.14
C 0.0753 -1.1514 -0.8536 0.48 0.47 0.09
C 2.2858 0.4468 -0.3143 -0.50 -0.36 -0.16
C 1.0071 -1.5320 0.1205 -0.11 0.53 -0.47
C -1.1125 -1.9492 -1.1709 -0.07 -0.59 0.37
N -0.2628 1.1413 2.1059 0.67 0.41 0.21
N -2.0379 0.2992 1.3254 -0.01 0.52 -0.48
N -1.0869 0.1805 2.2478 -0.43 -1.33 0.70
O -2.0822 -1.5307 -1.7524 -0.13 0.20 -0.17
Cl 3.6444 1.4293 0.0356 0.28 0.23 0.07
Cl 0.7973 -2.9674 1.0386 -0.01 -0.31 0.21
H -0.4538 0.3258 -2.2814 -0.04 0.06 -0.07
H 1.5288 1.7625 -1.8313 0.05 0.12 -0.05
H 2.8051 -1.0222 1.1589 0.06 -0.01 0.08
H -0.1065 2.7935 0.7911 0.09 0.19 -0.10
H -2.4441 1.6730 -0.2536 -0.13 0.03 -0.16
H -1.0709 -2.9917 -0.8091 -0.13 0.01 -0.11
H -2.7820 -0.3781 1.2410 0.19 0.06 0.14
```
Positions in Å, forces in eV/Å.

2.
Entry from the OMol25 dataset: the molecule C9H7ClN2S at a distorted geometry (the ωB97M-V functional and the def2-TZVPD basis).

Calculated values
- Frontier orbital gap: 8.55 eV
- E_HOMO: -0.3214 hartree
- Strongest force on any atom: 3.8 eV Å⁻¹

Geometry as XYZ:
```
20
Properties=species:S:1:pos:R:3:forces:R:3
C -4.5941 -0.0823 -1.2891 0.64 -0.27 1.80
C 2.4961 0.0645 0.1337 -3.00 0.88 -0.71
C 1.9000 -1.0212 0.6994 0.04 -1.84 -0.51
C 1.7286 1.1069 -0.4468 2.23 -1.84 0.69
C 0.5151 -1.1190 0.6306 -0.81 2.53 0.18
C 0.3764 1.0721 -0.4928 -0.24 -1.20 0.70
C -0.2415 -0.0355 0.0641 1.15 -0.65 1.13
C -2.5964 0.7585 -0.0030 -2.51 1.59 0.60
C -4.1193 0.1903 0.0744 3.12 -0.89 -1.54
N -5.0178 -0.4327 -2.2809 -0.56 -0.28 -1.63
N -1.6481 -0.1108 0.2036 0.97 -3.65 -0.46
S -2.4619 2.3961 -0.1498 -0.37 -0.20 -0.18
Cl -4.1374 -1.2239 1.1165 -0.42 -0.93 0.20
H 3.5041 0.1120 0.0490 2.98 0.24 -0.08
H 2.5243 -1.9053 0.9939 -0.77 1.07 0.23
H 2.3907 1.7931 -0.8881 -0.05 1.57 -0.65
H -0.0012 -1.7106 1.3473 -0.49 -1.21 -0.05
H -0.2640 1.8305 -0.7995 -0.41 1.33 -0.89
H -4.8068 0.8306 0.4949 -0.83 2.01 1.05
H -1.8513 -1.1444 0.2664 -0.65 1.74 0.12
```
Positions in Å, forces in eV/Å.

3.
Entry from the OMol25 dataset: a structure of composition C9H7HfN2O5S at a distorted geometry (the ωB97M-V functional and the def2-TZVPD basis).

Calculated values
- Frontier orbital gap (alpha / beta): 4.84 / 4.84 eV
- E_HOMO (alpha / beta): -0.7379 / -0.7379 hartree
- Net charge: +3
- Strongest force on any atom: 9.2 eV Å⁻¹

Geometry as XYZ:
```
25
Properties=species:S:1:pos:R:3:forces:R:3
O -3.7448 5.3368 1.9115 2.54 -2.98 -1.55
C -3.0558 4.5084 1.4996 -2.56 3.28 1.44
Hf -0.8843 0.9216 0.7190 0.79 -5.29 1.39
O -3.2912 2.0202 2.8343 4.66 -2.55 -4.06
C -2.4721 1.6302 2.1007 -6.48 3.40 5.62
C 0.4835 1.3718 -0.9551 4.43 3.25 -6.47
O 1.1061 1.7700 -1.8558 -3.16 -2.29 4.72
C 0.7016 1.9675 1.9134 4.48 4.85 3.24
O 1.4227 2.6988 2.4371 -3.11 -3.47 -2.24
C -2.3782 0.6774 -0.9402 -5.81 1.66 -6.37
O -3.1524 0.8582 -1.7965 4.32 -1.33 4.80
H -1.1263 2.5791 0.1758 -0.11 1.28 -0.44
C 2.5483 -1.8501 0.7167 0.45 -0.13 0.20
N 1.5673 -1.9727 -0.3528 -0.54 -0.01 -1.16
C 1.8347 -2.3724 -1.6590 -0.14 0.23 0.61
C 0.6548 -2.3577 -2.3394 -0.60 0.07 0.14
N -0.3307 -1.9552 -1.4353 1.01 -0.02 -0.19
C 0.2455 -1.7211 -0.2173 0.93 -0.42 -1.40
S -0.4611 -1.4842 1.3221 -0.97 0.61 0.98
H 2.5908 -0.8124 1.0569 0.13 -0.12 -0.05
H 2.2640 -2.4932 1.5534 0.12 0.00 -0.11
H 3.5203 -2.1549 0.3136 -0.24 0.11 0.25
H 2.8398 -2.6337 -1.9831 -0.31 0.06 0.07
H 0.4415 -2.6076 -3.3814 0.00 0.11 0.49
H -1.3241 -1.9251 -1.6381 0.13 -0.30 0.08
```
Positions in Å, forces in eV/Å.

4.
Entry from the OMol25 dataset: the molecule C9H7IO2 at a distorted geometry (the ωB97M-V functional and the def2-TZVPD basis).

Calculated values
- Frontier orbital gap: 9.13 eV
- E_HOMO: -0.3388 hartree
- Strongest force on any atom: 5.0 eV Å⁻¹

Geometry as XYZ:
```
19
Properties=species:S:1:pos:R:3:forces:R:3
C -2.1585 -0.4737 -1.1412 1.66 -0.60 -0.74
C -1.2652 -0.4282 -2.1934 -1.55 1.59 -0.19
C -1.7438 -0.3877 0.1317 2.10 0.74 2.24
C 0.0393 -0.0400 -1.9977 -0.04 -0.28 -3.77
C -0.4291 0.0418 0.3357 0.47 -1.16 0.70
C 0.4853 0.1286 -0.7726 0.00 0.03 4.95
C 1.7175 0.4647 1.3131 -1.60 0.22 -1.05
C 0.2365 0.1792 1.7204 -0.34 0.02 0.61
C 1.8546 0.3807 -0.2915 -0.08 1.71 2.84
O 2.6010 0.5972 2.0851 0.87 0.14 0.33
O 0.3092 -1.1103 2.4216 -0.74 1.01 0.10
I 2.5438 2.3291 -0.8734 0.21 -0.07 -0.20
H -3.1606 -0.5513 -1.2655 -2.91 -0.72 -0.97
H -1.7757 -0.3577 -3.1297 0.43 -0.37 -0.91
H -2.3514 -0.6914 0.9774 -0.20 0.53 -0.03
H 0.6915 0.2333 -2.8385 -0.27 -0.56 0.19
H -0.2396 0.9427 2.4980 1.07 -1.19 -2.10
H 2.6651 -0.3063 -0.3073 0.52 -0.77 -1.27
H -0.0199 -0.9507 3.3278 0.39 -0.24 -0.72
```
Positions in Å, forces in eV/Å.

5.
Entry from the OMol25 dataset: the molecule C9H7NO at a distorted geometry (the ωB97M-V functional and the def2-TZVPD basis).

Calculated values
- Frontier orbital gap: 10.45 eV
- E_HOMO: -0.3491 hartree
- Strongest force on any atom: 10.2 eV Å⁻¹

Geometry as XYZ:
```
18
Properties=species:S:1:pos:R:3:forces:R:3
C 3.0740 -0.0330 -0.0304 -5.16 1.80 0.35
C 2.3421 -1.2373 0.0771 -3.73 7.36 -0.17
C 0.9404 -1.2224 0.1083 -2.23 -1.93 0.67
C 0.2432 -0.0171 0.1246 -1.91 0.14 -1.31
C 0.8963 1.1852 -0.0578 2.31 2.90 1.39
C 2.3306 1.2106 -0.0413 -3.79 -7.69 -0.03
C -1.2972 -0.0177 0.1050 1.85 0.16 4.33
C -3.3372 0.0716 0.5744 -1.25 0.20 8.85
C -3.2184 -0.0394 -0.6637 -4.82 -0.65 -9.00
H 4.0733 0.1362 -0.1713 2.58 -0.63 -0.04
H 2.8277 -2.0277 0.0133 4.11 -7.42 -0.32
H 0.1315 -2.1868 0.1803 3.10 2.40 -0.21
H 0.4619 2.2631 0.0286 0.07 -2.40 -0.44
H 2.8621 2.0069 -0.1011 2.97 5.45 -0.41
H -4.2409 -0.0058 1.2422 1.05 0.50 -1.19
H -4.0879 -0.0428 -1.5833 2.91 -0.15 2.98
N -2.0478 0.1086 1.2342 0.33 -0.49 -4.91
O -1.9538 -0.1520 -1.0390 1.60 0.44 -0.53
```
Positions in Å, forces in eV/Å.

6.
Entry from the OMol25 dataset: a cluster of 2 separate species, C9H7NO2 in total at a distorted geometry (the ωB97M-V functional and the def2-TZVPD basis).

Calculated values
- Frontier orbital gap: 8.05 eV
- E_HOMO: -0.2746 hartree
- Strongest force on any atom: 4.7 eV Å⁻¹

Geometry as XYZ:
```
19
Properties=species:S:1:pos:R:3:forces:R:3
C -1.8227 -1.9241 -0.3904 0.10 1.76 2.37
C -1.6998 -0.9732 -1.3547 0.47 -2.21 -4.10
C -1.5520 -1.5488 0.9130 0.20 1.30 -0.11
C -1.0899 0.1825 -1.1881 1.43 4.10 1.22
C -0.9856 -0.2658 1.1676 -0.43 -1.52 1.89
C -0.7129 0.5863 0.1312 0.18 -0.04 -1.32
C -0.1218 1.8786 0.3515 -1.58 -0.44 -0.20
C 2.4884 -1.2996 -0.6237 1.50 1.73 -0.83
C 1.9973 2.8965 0.9166 3.39 1.00 -2.31
N 0.9739 2.2323 0.6540 -0.70 0.18 0.54
O 2.0566 -2.3507 -0.6982 -1.20 -1.87 0.35
O 3.0293 -0.2719 -0.6756 -0.39 0.16 0.48
H -2.2385 -2.8337 -0.5550 -1.13 -2.60 -0.72
H -1.7726 -1.2112 -2.4438 -0.73 -0.28 1.01
H -1.8685 -2.1701 1.7373 0.37 -0.18 0.10
H -0.9092 0.8825 -2.0395 -0.19 -0.71 0.86
H -0.7823 -0.0052 2.2438 -0.15 -0.06 -1.36
H 2.5965 3.1646 -0.0557 -0.83 -0.27 2.28
H 2.4137 3.0310 1.9095 -0.32 -0.03 -0.16
```
Positions in Å, forces in eV/Å.

7.
Entry from the OMol25 dataset: a structure of composition C9H7NO3S at a distorted geometry (the ωB97M-V functional and the def2-TZVPD basis).

Calculated values
- Frontier orbital gap: 8.87 eV
- E_HOMO: -0.3560 hartree
- Strongest force on any atom: 3.7 eV Å⁻¹

Geometry as XYZ:
```
21
Properties=species:S:1:pos:R:3:forces:R:3
C -1.7387 -1.3998 0.4799 0.16 -2.83 0.94
C 3.3063 -0.4995 0.2998 -0.10 0.45 0.47
C 2.6501 -0.6401 -0.9090 -1.89 0.41 -0.22
C 2.6651 0.1769 1.3519 -1.21 -0.33 -1.82
C 1.3478 -0.1001 -1.1494 2.40 -0.06 2.09
C 1.3278 0.6650 1.2076 2.59 0.68 0.40
C 0.7632 0.5655 -0.0794 -1.33 -0.39 0.80
C -3.9149 -0.0552 -0.1943 0.28 -0.01 2.51
C -2.5210 -0.5132 -0.2519 1.09 2.43 -0.50
N -1.1191 -2.1922 1.0581 -0.32 1.02 -0.48
O -1.4993 2.0259 0.5515 0.81 -0.44 0.69
O -0.9400 1.5883 -1.8016 0.20 -1.22 1.54
O -3.3983 -0.7488 -1.2937 0.81 -0.76 -0.59
S -0.9345 1.1057 -0.4077 -2.39 1.27 -2.57
H 4.3542 -0.8107 0.4760 -0.86 -0.10 -0.40
H 2.9967 -1.2251 -1.7164 1.00 -0.38 -0.68
H 3.2805 0.2842 2.2075 -0.13 0.45 1.07
H 0.9553 -0.0953 -2.1326 -0.66 -0.21 -0.57
H 1.0697 1.3635 2.0425 -0.86 -0.97 -1.05
H -4.6609 -0.4882 0.5185 0.75 -0.24 -1.02
H -3.9900 0.9933 -0.2570 -0.35 1.24 -0.62
```
Positions in Å, forces in eV/Å.

8.
Entry from the OMol25 dataset: the molecule C9H7NO4 at a distorted geometry (the ωB97M-V functional and the def2-TZVPD basis).

Calculated values
- Frontier orbital gap: 8.89 eV
- E_HOMO: -0.3526 hartree
- Strongest force on any atom: 4.4 eV Å⁻¹

Geometry as XYZ:
```
21
Properties=species:S:1:pos:R:3:forces:R:3
C 2.1397 -2.1094 0.7301 -0.88 -0.27 1.91
C 2.8714 -1.2287 0.0018 -0.13 1.20 -1.69
C 0.7832 -1.8750 0.9946 0.81 1.41 -0.71
C 2.2895 -0.1445 -0.6760 -2.57 -1.80 1.05
C 0.1835 -0.7998 0.3145 0.62 -2.49 1.68
C 0.9069 0.0094 -0.5451 -1.27 0.97 0.55
C -1.1793 -0.4248 0.6024 -0.05 3.75 -2.33
C -1.1288 1.0692 -0.4122 -2.09 -2.45 2.34
C -2.3849 1.1150 -1.2127 -0.82 -2.39 -2.85
N -1.2045 2.0786 0.7531 -0.82 0.57 -0.55
O -2.3297 2.4472 1.0905 1.22 -0.53 -0.41
O -2.1392 -0.7003 1.2392 0.69 -0.72 0.03
O -0.1713 2.3924 1.2960 0.22 -0.14 -0.01
O 0.0520 1.0346 -1.0767 1.93 -0.35 0.01
H 2.7072 -2.8217 1.2891 -0.07 -0.68 0.25
H 3.9290 -1.3721 -0.1324 0.23 -0.12 0.04
H 0.2249 -2.2444 1.8371 -0.01 -0.90 -0.12
H 2.7840 0.2979 -1.4428 1.64 1.90 -1.70
H -2.4497 0.4308 -2.1699 1.11 0.60 1.95
H -2.5510 2.0055 -1.7179 -0.15 2.30 -0.43
H -3.3328 0.8400 -0.7628 0.38 0.12 0.98
```
Positions in Å, forces in eV/Å.

9.
Entry from the OMol25 dataset: the molecule C9H7NO4 at a distorted geometry (the ωB97M-V functional and the def2-TZVPD basis).

Calculated values
- Frontier orbital gap (alpha / beta): 7.06 / 7.06 eV
- E_HOMO (alpha / beta): -0.2917 / -0.2917 hartree
- Strongest force on any atom: 3.9 eV Å⁻¹

Geometry as XYZ:
```
21
Properties=species:S:1:pos:R:3:forces:R:3
C -0.9393 0.2004 2.6672 0.12 -0.08 -0.50
C 0.3895 0.4968 2.3820 -0.23 -0.08 0.05
C -1.7443 -0.2856 1.6443 0.12 0.12 0.34
C 0.8743 0.2887 1.1150 0.03 0.06 0.21
C -1.2129 -0.4816 0.3916 -0.07 0.01 0.02
C 1.3168 -1.3429 -1.6281 -0.27 -0.15 0.66
C 0.5943 -0.3525 -1.1313 0.28 1.35 -3.60
C 0.2205 0.9582 -2.3120 0.59 -0.91 2.35
C -0.8878 1.8148 -1.5637 1.37 -0.41 -1.11
N 0.0875 -0.2217 0.1454 -0.47 -0.23 1.31
O -0.1667 2.3817 -0.7410 -0.08 0.60 1.09
O 1.0471 1.1957 -3.1175 -0.21 -0.40 -0.62
O -2.0577 1.7221 -1.8267 -1.30 -0.09 0.03
O 1.6332 -2.4640 -0.9230 0.12 0.00 0.00
H -1.3372 0.3568 3.6561 -0.06 0.03 0.10
H 1.0439 0.8962 3.1388 0.09 0.04 0.02
H -2.7840 -0.5112 1.8159 -0.08 -0.01 -0.05
H 1.8899 0.5171 0.8331 -0.04 0.00 -0.13
H -1.8000 -0.8425 -0.4383 0.10 0.03 -0.10
H 1.6680 -1.2647 -2.6487 0.02 0.01 -0.08
H 2.1650 -3.0619 -1.4591 -0.04 0.09 0.01
```
Positions in Å, forces in eV/Å.

10.
Entry from the OMol25 dataset: the molecule C9H8Br2S2 at a distorted geometry (the ωB97M-V functional and the def2-TZVPD basis).

Calculated values
- Frontier orbital gap: 8.44 eV
- E_HOMO: -0.2954 hartree
- Strongest force on any atom: 3.6 eV Å⁻¹

Geometry as XYZ:
```
21
Properties=species:S:1:pos:R:3:forces:R:3
C 1.9623 -2.1800 1.2341 -1.45 0.70 1.03
C 1.6345 -1.6908 2.4977 -0.44 -0.15 -0.94
C 1.1663 -1.5355 0.2383 0.11 1.74 0.30
C 0.3464 -0.5120 0.7446 1.55 -0.93 -0.92
C -1.1325 3.2577 -1.4881 -0.27 -1.65 -0.15
C 0.0499 2.6550 -1.4168 1.46 1.36 -2.87
C -0.2571 0.5297 -0.1027 1.71 2.24 -0.03
C 0.4696 1.6567 -0.4968 -0.62 -2.92 2.06
C -2.0315 -1.5468 -0.2653 -0.48 2.45 1.14
S 0.4373 -0.4517 2.4379 0.40 -0.30 -0.02
S -1.8952 0.2961 -0.5286 -0.98 -0.27 -0.52
Br 1.4399 -1.5915 -1.6707 0.03 -0.39 0.91
Br 2.2481 1.8100 0.2583 -0.49 0.17 -0.53
H 2.5980 -3.0178 1.0608 0.43 -0.25 -0.12
H 1.8803 -2.0358 3.4924 0.36 -0.18 -0.27
H -1.5847 3.7236 -2.3158 0.64 1.21 -1.28
H -1.9554 2.9160 -0.9280 -0.53 -0.17 1.73
H 0.8206 2.8419 -2.2757 -1.27 -0.03 1.76
H -2.9933 -1.6979 -0.8063 1.21 -0.93 0.09
H -2.1998 -1.5621 0.8354 0.06 -0.75 -0.83
H -1.0037 -1.8649 -0.5047 -1.43 -0.97 -0.52
```
Positions in Å, forces in eV/Å.

11.
Entry from the OMol25 dataset: a structure of composition C9H8IN at a distorted geometry (the ωB97M-V functional and the def2-TZVPD basis).

Calculated values
- Frontier orbital gap (alpha / beta): 6.22 / 6.46 eV
- E_HOMO (alpha / beta): -0.2641 / -0.2662 hartree
- Strongest force on any atom: 4.0 eV Å⁻¹

Geometry as XYZ:
```
19
Properties=species:S:1:pos:R:3:forces:R:3
C -0.5109 1.5626 2.4191 -0.95 -0.77 0.35
C -1.6159 0.6853 2.2749 0.29 -0.88 1.70
C 0.4491 1.5952 1.4069 -0.65 1.06 3.21
C -1.6505 -0.1632 1.1691 -0.48 0.63 1.64
C 0.4751 0.7535 0.3385 0.07 -1.37 -1.76
C 1.5830 0.6303 -0.5540 -1.90 -1.01 0.87
C -0.6778 -0.1717 0.2409 2.63 1.76 -2.44
C 0.1088 -0.8449 -1.8298 -1.33 -0.26 0.92
C 0.4940 -1.9576 -2.7597 0.33 -1.74 2.62
N -0.7434 -0.9422 -0.9055 1.10 0.14 -0.23
I 2.9041 2.0603 -1.1422 -0.12 0.29 -0.07
H -0.4155 2.0675 3.4287 0.16 -0.28 -1.68
H -2.2277 0.4378 3.2162 0.53 0.71 -1.86
H 1.2929 2.1569 1.6897 1.15 0.83 -0.33
H -2.3270 -0.9461 1.0218 -1.49 -0.80 0.21
H 1.1424 -0.1118 -1.3797 1.08 0.13 -0.50
H 1.6018 -2.1224 -2.7878 -0.96 0.62 -0.46
H -0.0065 -1.8114 -3.7010 0.17 -0.26 -0.46
H 0.1242 -2.8782 -2.1463 0.35 1.20 -1.73
```
Positions in Å, forces in eV/Å.

| no. | DFT total energy (hartree) |
| --- | --- |
| 1 | -1507.021170 |
| 2 | -1314.990226 |
| 3 | -1277.832854 |
| 4 | -795.275808 |
| 5 | -477.021179 |
| 6 | -552.305052 |
| 7 | -1025.650833 |
| 8 | -702.720256 |
| 9 | -702.785906 |
| 10 | -6292.054964 |
| 11 | -700.020547 |